Model i:
{
  "formula": "C3H7N5",
  "method": "wB97M-V/def2-TZVPD",
  "e_homo_ev": -7.94,
  "lumo_energy_ev": 0.4,
  "total_charge": 0,
  "orbital_gap_ev": 8.4,
  "symbols": ["C", "C", "C", "H", "H", "H", "H", "H", "H", "H", "N", "N", "N", "N", "N"],
  "xyz": [[0.3840, 0.7745, 0.8744], [-0.7367, 0.8122, 0.0229], [0.6248, -0.8215, -0.6837], [-0.1120, 1.9527, 2.3836], [1.4162, 2.2087, 1.5970], [-1.2843, 1.7332, 0.0388], [-2.2476, -0.6921, -1.8602], [-1.8042, -1.2417, -0.2231], [0.1761, -2.4323, -1.3135], [2.5715, -0.5138, 0.2349], [0.8043, 1.5183, 2.0634], [-0.4343, -0.0284, -1.2728], [-1.5145, -1.1712, -1.3455], [0.8730, -2.0703, -0.7464], [1.2837, -0.0284, 0.2302]]
}

***

Model ii:
{
  "formula": "C3H7N5",
  "method": "wB97M-V/def2-TZVPD",
  "e_homo_ev": -8.33,
  "lumo_energy_ev": 0.8,
  "smiles": "[H]/N=C1\\NN=CCNN1",
  "total_charge": 0,
  "orbital_gap_ev": 9.2,
  "symbols": ["C", "C", "C", "H", "H", "H", "H", "H", "H", "H", "N", "N", "N", "N", "N"],
  "xyz": [[1.2316, -0.0251, 0.0408], [-1.8042, -0.6178, 0.1032], [-1.5998, 0.8564, 0.2176], [3.0548, 0.5229, -0.1149], [0.9460, -1.9293, 0.4407], [-0.8545, -2.2681, -0.6442], [-2.7553, -0.7578, -0.5358], [-1.9618, -0.9823, 1.1342], [-2.5056, 1.3528, 0.5390], [1.2452, 1.9782, -0.4078], [2.4836, -0.2690, 0.1705], [0.4114, -1.0834, 0.3281], [-0.6831, -1.2572, -0.5490], [-0.6011, 1.5686, 0.0203], [0.6557, 1.1557, -0.3386]]
}

***

Which one is the least stable? From the structures above, model i.